#P
Entry from the Open Molecules 2025 dataset: an isolated molecule of C3H4N4S (ωB97M-V with the def2-TZVPD basis set).

XYZ file:
```
12
Properties=species:S:1:pos:R:3
C -0.17 0.61 1.76
C 0.13 -0.27 -0.70
C -1.19 -0.08 -0.13
N -1.27 0.29 1.18
N 1.24 -0.02 -0.01
N 1.04 0.41 1.23
N 0.18 -0.63 -1.98
S -2.53 -0.48 -1.04
H -0.01 1.09 2.81
H 1.85 0.86 1.74
H -0.45 -1.10 -2.59
H 1.17 -0.67 -2.27
```

gap between HOMO and LUMO (spin up / spin down): 8.0 / 8.1 eV
2S+1: 1
SMILES: Nc1n[nH]cnc1=S

Here are the natural (NBO) charges for atoms 1 to 4, given in e: 0.281, 0.323, 0.005, -0.485

---

#Q
Entry from the Open Molecules 2025 dataset: an isolated molecule of C3H4N4S (ωB97M-V with the def2-TZVPD basis set).

XYZ file:
```
12
Properties=species:S:1:pos:R:3
C -1.00 0.11 0.00
C 1.97 -0.87 0.35
C 2.15 0.32 -0.46
H -2.83 -0.47 -0.75
H -2.78 1.11 -0.12
H -0.85 1.63 1.19
H 2.80 -1.12 1.04
N -2.26 0.35 -0.54
N -0.32 0.80 0.81
N 1.02 -1.71 0.32
N 2.42 1.23 -1.12
S -0.33 -1.38 -0.73
```

gap between HOMO and LUMO: 9.1 eV
2S+1: 1
SMILES: [H]/N=C(\N)S/N=C\C#N

Here are the natural (NBO) charges for atoms 1 to 4, given in e: 0.293, 0.052, 0.210, 0.398

---

Most stable structure - #P; separation to the second - 10.4 kcal/mol.

---

#P
Entry from the Open Molecules 2025 dataset: an isolated molecule of C2H5NS2 (ωB97M-V with the def2-TZVPD basis set).

XYZ file:
```
10
Properties=species:S:1:pos:R:3
C 1.42 -1.11 -0.06
C -0.94 0.34 -0.05
H 2.51 -1.00 -0.32
H 0.74 -1.78 -0.82
H 1.39 -1.58 1.01
H -0.55 2.27 0.30
H -2.22 1.85 -0.08
N -1.31 1.53 -0.07
S 0.86 0.51 0.05
S -1.89 -1.02 0.04
```

gap between HOMO and LUMO: 9.0 eV
2S+1: 1
SMILES: CSC(N)=S

Here are the natural (NBO) charges for atoms 1 to 4, given in e: -0.822, -0.031, 0.242, 0.271

---

#Q
Entry from the Open Molecules 2025 dataset: an isolated molecule of C2H5NS2 (ωB97M-V with the def2-TZVPD basis set).

XYZ file:
```
10
Properties=species:S:1:pos:R:3
C 2.01 0.35 -0.05
C -0.57 0.00 0.16
H 2.63 0.75 1.02
H 1.77 0.95 -1.00
H 2.84 -0.21 -0.49
H -0.63 1.07 0.31
H -3.95 -1.09 -0.03
N -1.57 -0.70 0.22
S 0.78 -0.98 -0.05
S -3.31 -0.14 -0.09
```

gap between HOMO and LUMO: 9.2 eV
2S+1: 1
SMILES: CS/C=N/S

Here are the natural (NBO) charges for atoms 1 to 4, given in e: -0.827, -0.115, 0.249, 0.247

---

Most stable structure - #P; separation to the second - 60.9 kcal/mol.

---

#P
Entry from the Open Molecules 2025 dataset: an isolated molecule of C3H5Br (ωB97M-V with the def2-TZVPD basis set).

XYZ file:
```
9
Properties=species:S:1:pos:R:3
C 0.05 -0.56 -0.55
C -0.12 0.87 -0.01
C 1.15 -0.72 0.39
Br 2.82 0.07 -0.03
H -0.86 -1.30 -0.32
H 0.08 -0.32 -1.63
H 0.34 1.62 -0.46
H -0.46 0.98 0.97
H 1.22 -1.01 1.42
```

gap between HOMO and LUMO: 8.4 eV
2S+1: 1

Here are the natural (NBO) charges for atoms 1 to 4, given in e: -0.504, -0.330, -0.277, 0.015

---

#Q
Entry from the Open Molecules 2025 dataset: a structure of composition C3H5Br (ωB97M-V with the def2-TZVPD basis set).

XYZ file:
```
9
Properties=species:S:1:pos:R:3
C -0.77 -1.00 -0.25
C 1.83 0.98 0.43
C 0.71 1.24 0.93
Br 2.56 -0.43 -0.79
H -1.09 -0.19 0.77
H 0.27 -1.00 -0.62
H -1.11 -1.86 -0.74
H 0.19 1.74 1.67
H -1.39 -0.41 -1.36
```

gap between HOMO and LUMO: 9.4 eV
2S+1: 1

Here are the natural (NBO) charges for atoms 1 to 4, given in e: -0.883, -0.110, -0.226, 0.114

---

Most stable structure - #P; separation to the second - 62.5 kcal/mol.

---

#P
Entry from the Open Molecules 2025 dataset: an isolated molecule of C8H14O2 (ωB97M-V with the def2-TZVPD basis set).

XYZ file:
```
24
Properties=species:S:1:pos:R:3
C 0.19 0.09 -1.25
C 1.09 -1.08 0.93
C 0.56 -0.59 2.27
C 0.51 -0.85 -2.42
C -1.05 0.93 -1.55
C -0.10 -0.79 -0.01
C -0.15 0.76 1.92
C -1.42 1.01 2.21
O 1.32 0.91 -0.97
O -1.09 -1.50 0.00
H 1.43 1.52 -1.70
H 1.27 -2.16 0.95
H 1.96 -0.51 0.61
H 1.37 -0.42 2.98
H -0.20 -1.28 2.65
H 0.55 1.58 1.77
H -0.90 1.50 -2.47
H -0.32 -1.53 -2.59
H 0.69 -0.28 -3.33
H 1.40 -1.44 -2.19
H -1.24 1.62 -0.73
H -1.91 0.29 -1.67
H -2.15 0.21 2.28
H -1.80 2.02 2.30
```

gap between HOMO and LUMO: 10.0 eV
2S+1: 1
SMILES: C=CCCC(=O)C(C)(C)O

Here are the natural (NBO) charges for atoms 1 to 4, given in e: 0.134, -0.524, -0.414, -0.618

---

#Q
Entry from the Open Molecules 2025 dataset: a cluster of 2 separate species, C8H14O2 in total (ωB97M-V with the def2-TZVPD basis set).

XYZ file:
```
24
Properties=species:S:1:pos:R:3
C 0.11 1.71 -0.46
C -0.52 1.04 0.73
C -1.66 0.35 0.78
C -2.59 0.08 -0.34
C -3.33 -1.24 -0.37
C -4.08 0.02 -0.06
C 1.96 -1.35 0.66
C 3.40 -0.02 -0.62
H -0.49 1.57 -1.39
H 1.11 1.30 -0.65
H 0.24 2.75 -0.28
H 0.04 1.16 1.66
H -1.97 -0.06 1.74
H -2.31 0.49 -1.32
H -3.14 -1.94 0.44
H -3.48 -1.71 -1.34
H -4.40 0.19 0.97
H -4.75 0.42 -0.82
H 1.48 -0.49 1.14
H 1.22 -2.14 0.48
H 2.77 -1.69 1.31
H 3.72 0.18 -1.65
O 2.47 -0.99 -0.63
O 3.81 0.54 0.36
```

gap between HOMO and LUMO: 9.8 eV
2S+1: 1
SMILES: C/C=C\C1CC1.COC=O

Here are the natural (NBO) charges for atoms 1 to 4, given in e: -0.645, -0.198, -0.174, -0.276

---

Most stable structure - #P; separation to the second - 8.2 kcal/mol.